110
Properties=species:S:1:pos:R:3 method="wB97M-V/def2-TZVPD" e_tot_ha=-4014.95386 homo_lumo_gap_ev=4.9 e_homo_ha=-0.535 total_charge=+3 de_lowest_kj_mol=99.9
Ti -0.115 0.200 0.194
P -1.882 -1.403 -0.749
P -1.042 1.707 -1.618
F -1.900 4.903 4.623
O -0.150 1.648 1.276
O 1.358 0.618 -0.567
O 2.948 1.876 -1.477
N -2.770 0.085 -2.973
N 2.194 5.032 0.985
C -0.668 3.814 2.979
C -3.154 -0.976 -2.084
C 0.803 0.549 -3.332
C -4.973 -2.247 1.858
C -4.127 -2.327 0.762
C -0.992 5.776 -0.886
C 1.760 -0.392 2.286
C -1.400 -3.086 -1.264
C 1.029 -2.485 0.602
C 3.036 6.225 0.784
C -0.583 -5.555 -2.232
C 0.536 -1.048 2.512
C -1.342 -5.477 -1.074
C -2.733 1.384 -2.379
C -0.212 -4.397 -2.903
C 0.080 2.752 -3.996
C -2.721 -1.160 -5.049
C -3.691 -0.420 2.748
C -0.211 -0.833 3.796
C 1.747 7.364 2.609
C 3.133 7.007 2.088
C -2.838 -0.501 1.659
C 2.480 7.041 -0.386
C 0.982 2.718 -5.048
C 2.430 3.973 0.236
C -2.606 4.730 0.556
C 1.682 0.514 -4.399
C -3.979 0.888 -4.966
C -1.296 3.393 -0.968
C 1.677 2.807 0.287
C -3.858 -0.370 -7.013
C 0.369 3.845 2.038
C 2.256 -1.857 0.430
C -0.904 4.927 3.752
C 0.906 6.136 2.720
C 2.069 1.722 -0.674
C -3.033 -1.469 0.669
C -1.744 -4.246 -0.578
C -4.315 0.727 -6.299
C -0.118 6.074 3.643
C 2.614 -0.805 1.272
C -0.611 -3.164 -2.417
C -2.269 3.495 0.033
C 0.164 -2.072 1.624
C 1.168 5.017 1.900
C -3.067 -1.319 -6.378
C -0.626 4.539 -1.391
C 1.798 1.614 -5.236
C -1.981 5.875 0.078
C 0.610 2.704 1.198
C -3.163 -0.048 -4.332
C -4.752 -1.309 2.854
C 0.028 1.687 -3.094
H -4.953 1.457 -6.776
H 1.056 3.559 -5.721
H -2.096 -1.896 -4.567
H -2.314 -4.198 0.338
H 0.787 -3.368 0.022
H 1.258 8.077 1.938
H 2.947 -2.206 -0.325
H -3.325 -1.887 -2.665
H 2.082 0.368 2.989
H -2.819 2.153 -3.154
H 0.168 4.467 -2.116
H -5.809 -2.920 1.931
H -3.534 0.329 3.510
H -3.518 1.532 -1.622
H -4.121 -0.487 -8.052
H -2.267 6.842 0.461
H -5.407 -1.262 3.711
H 3.661 6.398 2.824
H -0.263 -6.516 -2.603
H 0.722 -0.311 -2.665
H 0.393 -1.258 4.600
H -2.759 2.595 0.406
H 1.495 7.444 -0.166
H 3.260 3.998 -0.459
H 3.583 -0.336 1.156
H -0.710 -2.674 1.859
H 2.518 1.602 -6.039
H -1.168 -1.352 3.802
H -4.391 1.724 -4.421
H -1.624 -6.377 -0.552
H -1.991 0.206 1.560
H -0.354 0.222 4.034
H -0.318 6.909 4.296
H -4.090 -0.724 -1.555
H -3.373 4.810 1.311
H 1.828 7.856 3.577
H 0.390 -4.456 -3.797
H 3.716 7.912 1.926
H -4.320 -3.056 -0.009
H -0.527 6.666 -1.281
H 4.032 5.861 0.512
H 2.418 6.430 -1.286
H -2.713 -2.179 -6.926
H -1.266 2.924 3.100
H -0.308 -2.256 -2.925
H 3.150 7.870 -0.596
H 2.287 -0.362 -4.575
H -0.577 3.604 -3.892

90
Properties=species:S:1:pos:R:3 method="wB97M-V/def2-TZVPD" e_tot_ha=-9953.66762 s_squared=0.835 homo_lumo_gap_ev="4.0 / 4.0" e_homo_ha="0.003 / 0.001" spin_multiplicity=2 total_charge=-2 de_lowest_kj_mol=2.1
Br 5.049 -0.587 -4.493
Br -0.076 5.498 -4.448
Ge 2.717 0.704 2.476
V 0.261 0.504 0.178
O -1.465 -2.206 2.697
N 0.041 2.078 -1.218
N -1.833 0.700 1.008
N -2.139 -0.352 -1.720
N -0.183 -1.634 0.402
N 1.705 0.063 -1.256
C 1.982 -2.066 2.912
C -3.246 -0.306 -0.785
C -0.745 3.160 -1.104
C 3.081 2.558 6.880
C 3.692 -0.270 -3.177
C 2.131 -3.445 2.981
C 6.598 2.066 1.369
C 3.161 3.372 5.757
C 6.419 2.493 0.059
C -0.992 -2.358 -0.599
C 4.480 -3.210 2.538
C -2.131 -3.083 3.495
C 1.813 0.979 -2.337
C 0.026 4.101 -3.140
C -1.344 -1.567 -1.855
C 2.804 0.644 5.445
C 2.825 0.739 -3.347
C 4.081 1.940 0.209
C -2.923 -0.237 0.714
C 3.062 2.818 4.488
C 2.901 1.191 6.721
C 3.079 -1.233 2.660
C -0.827 4.199 -1.990
C 4.326 -1.829 2.476
C 5.518 1.568 2.089
C 2.881 1.446 4.308
C 5.158 2.434 -0.518
C 3.382 -4.021 2.794
C -1.573 -3.032 4.934
C 2.635 -0.902 -1.152
C -1.989 -4.534 2.977
C 4.248 1.488 1.516
C 0.946 2.033 -2.317
C -3.639 -2.749 3.550
C 3.648 -1.139 -2.039
C 0.878 3.081 -3.316
C 1.065 0.892 1.615
H 1.256 -4.060 3.159
H 2.833 0.547 7.590
H -1.906 -2.693 -0.100
H -1.865 -2.265 -2.527
H -1.488 5.035 -1.830
H -2.080 -3.724 5.618
H -0.417 -1.273 -2.354
H -1.367 3.193 -0.214
H -4.203 -3.426 4.203
H 7.579 2.118 1.829
H 3.096 1.899 -0.243
H -0.472 -3.264 -0.928
H -2.620 -1.198 1.131
H -3.764 -1.725 3.911
H 5.008 2.760 -1.541
H 2.572 -1.524 -0.262
H 3.301 4.442 5.871
H -0.608 -1.856 1.334
H 3.499 -5.098 2.831
H -3.859 0.564 -1.054
H -0.929 -4.802 2.945
H 5.456 -3.652 2.373
H -3.879 -1.185 -0.960
H -2.382 -4.590 1.958
H -4.060 -2.806 2.542
H 5.189 -1.209 2.253
H 2.882 1.378 -4.217
H 3.157 2.987 7.872
H 0.986 -1.641 3.013
H 0.741 -2.047 0.441
H -1.548 0.471 -1.661
H -1.673 -2.014 5.317
H 7.262 2.870 -0.509
H -2.157 1.659 1.039
H 4.375 -1.918 -1.876
H 1.517 3.038 -4.187
H 3.126 3.465 3.619
H 5.666 1.247 3.116
H -3.841 0.048 1.246
H -2.518 -5.265 3.600
H 2.661 -0.426 5.334
H -0.508 -3.276 4.909
H -1.430 0.486 1.920

50
Properties=species:S:1:pos:R:3 method="wB97M-V/def2-TZVPD" e_tot_ha=-1523.06199 homo_lumo_gap_ev=5.3 e_homo_ha=-0.136 total_charge=-1
Si 2.079 -2.371 0.853
Si -0.760 -2.818 1.662
O -1.685 6.440 -1.123
O -2.530 2.949 -0.801
O -1.161 6.384 -3.315
O -2.354 5.356 0.688
N 0.430 -2.027 0.760
C -0.063 3.509 -2.867
C -2.232 5.331 -0.484
C -0.871 -4.673 1.304
C 2.510 -4.141 0.340
C -1.003 4.388 -2.106
C 1.251 3.740 -2.107
C 2.989 -1.216 -0.342
C 2.815 -2.071 2.571
C -1.836 1.691 -0.958
C -0.560 -2.598 3.530
C -1.972 4.044 -1.232
C -2.266 0.853 -2.151
C -2.437 -2.067 1.195
C -1.139 5.862 -2.259
C 1.693 3.023 -1.040
H 4.070 -1.399 -0.318
H 2.516 -2.847 3.278
H -2.152 1.129 -0.083
H -0.767 1.872 -0.899
H -2.631 -2.203 0.128
H 1.830 3.472 -0.058
H 3.912 -2.074 2.529
H 0.105 3.931 -3.858
H -1.662 -0.046 -2.217
H 2.011 -4.402 -0.595
H -0.035 -5.218 1.748
H -3.249 -2.547 1.754
H 2.639 -1.373 -1.365
H 2.814 -0.173 -0.069
H 0.266 -3.197 3.920
H -0.379 -1.550 3.777
H 2.219 -4.864 1.105
H -1.793 -5.095 1.723
H -0.313 2.459 -2.862
H -1.468 -2.916 4.058
H -2.218 1.437 -3.074
H 2.100 2.014 -1.119
H 1.842 4.618 -2.380
H 2.497 -1.102 2.961
H -0.876 -4.858 0.228
H -3.318 0.594 -2.032
H 3.592 -4.248 0.186
H -2.453 -0.998 1.421